Record 1
The following is a quantum chemistry calculation of a structure of composition C41H35AsN2O4P2RhS5, from the Open Molecules 2025 dataset.

Properties
Total charge ... -1
E_HOMO ... -3.76 eV
Energy above the lowest of the compared OMol25 structures with the same formula, charge and spin ... 0.00 kcal per mole
Orbital gap ... 0.217 Eh

XYZ file:
```
91
C41H35AsN2O4P2RhS5 (wB97M-V/def2-TZVPD)
Rh 0.351 -0.709 -0.139
O -0.567 0.492 -1.623
P -0.318 1.631 -2.553
C 0.904 2.846 -2.016
P 0.298 3.842 -0.614
O -0.804 3.240 0.175
C -0.287 5.367 -1.418
C 0.527 6.162 -2.223
C 0.010 7.288 -2.843
C -1.326 7.627 -2.660
C -2.136 6.844 -1.852
C -1.619 5.715 -1.230
C 1.741 4.302 0.354
C 3.006 4.477 -0.199
C 4.072 4.829 0.612
C 3.877 5.000 1.977
C 2.618 4.819 2.530
C 1.546 4.472 1.721
C -1.889 2.474 -2.825
C -2.116 3.316 -3.911
C -3.330 3.971 -4.038
C -4.320 3.779 -3.082
C -4.098 2.936 -2.003
C -2.882 2.281 -1.866
C 0.278 1.060 -4.161
C 0.760 1.912 -5.151
C 1.192 1.401 -6.366
C 1.156 0.033 -6.595
C 0.695 -0.823 -5.605
C 0.259 -0.312 -4.392
H 1.168 3.495 -2.853
H 1.762 2.247 -1.689
H 1.573 5.909 -2.358
H 0.647 7.904 -3.465
H -1.730 8.506 -3.145
H -3.177 7.107 -1.708
H -2.236 5.087 -0.599
H 3.174 4.300 -1.255
H 5.060 4.946 0.184
H 4.715 5.257 2.613
H 2.471 4.928 3.596
H 0.565 4.298 2.144
H -1.350 3.457 -4.664
H -3.505 4.630 -4.879
H -5.269 4.292 -3.180
H -4.866 2.791 -1.254
H -2.685 1.640 -1.014
H 0.811 2.982 -4.983
H 1.568 2.072 -7.128
H 1.504 -0.366 -7.539
H 0.690 -1.893 -5.768
H -0.059 -0.976 -3.599
S -1.532 -0.214 1.238
As -0.768 1.431 2.412
S 2.076 0.788 0.294
S 2.400 -0.463 -1.312
S -2.356 2.188 3.505
C -1.771 -5.674 5.986
C -0.900 -4.795 5.128
C 0.475 -4.983 5.071
C 1.274 -4.166 4.281
C 0.692 -3.150 3.546
C -0.680 -2.939 3.592
C -1.464 -3.763 4.378
S 1.703 -2.049 2.571
O 3.042 -2.580 2.630
O 1.453 -0.725 3.060
N 1.067 -2.178 1.081
C 0.930 -3.434 0.525
C 1.574 -4.602 0.898
C 1.228 -5.834 0.313
C 0.256 -5.948 -0.642
C -0.409 -4.780 -1.077
C -1.440 -4.774 -2.044
C -2.048 -3.602 -2.389
C -1.605 -2.403 -1.800
N -0.629 -2.379 -0.928
C -0.046 -3.538 -0.519
H -1.194 -6.481 6.438
H -2.577 -6.120 5.400
H -2.234 -5.098 6.790
H 0.929 -5.781 5.648
H 2.345 -4.307 4.230
H -1.120 -2.132 3.015
H -2.536 -3.599 4.413
H 2.358 -4.565 1.638
H 1.756 -6.720 0.644
H -0.009 -6.907 -1.070
H -1.745 -5.712 -2.492
H -2.854 -3.574 -3.110
H -2.044 -1.443 -2.046
```



Record 2
The following is a quantum chemistry calculation of a structure of composition C4H8Br2HgO4, from the Open Molecules 2025 dataset.

Properties
Total charge ... -2
E_HOMO ... -1.33 eV
Energy above the lowest of the compared OMol25 structures with the same formula, charge and spin ... 12.54 kcal per mole
Orbital gap ... 0.248 Eh

XYZ file:
```
19
C4H8Br2HgO4 (wB97M-V/def2-TZVPD)
Hg -1.568 0.619 -1.179
C 0.548 -1.236 1.303
C -0.384 -0.155 1.984
C 0.478 1.027 2.204
O -1.415 0.103 1.127
H -0.040 -2.065 0.909
H 1.298 -1.745 1.909
H 1.122 -0.830 0.470
H -0.906 -0.497 2.877
H -0.039 1.957 2.440
H 1.242 1.272 1.467
H 0.962 0.718 3.130
O 1.604 -0.781 -3.580
C 0.588 -0.367 -2.788
O 0.317 -1.164 -1.783
O 0.040 0.729 -2.896
H 1.703 -0.119 -4.269
Br -1.825 3.285 -0.916
Br -3.724 -0.751 -2.409
```



Record 3
The following is a quantum chemistry calculation of a structure of composition C16H17N4O2RuS, from the Open Molecules 2025 dataset.

Properties
Total charge ... +1
E_HOMO (alpha / beta) ... -10.28 / -10.27 eV
Energy above the lowest of the compared OMol25 structures with the same formula, charge and spin ... 12.26 kcal per mole
Orbital gap (alpha / beta) ... 0.263 / 0.262 Eh

XYZ file:
```
41
C16H17N4O2RuS (wB97M-V/def2-TZVPD)
Ru 0.881 -0.394 -0.111
C 6.214 -1.119 0.519
O 5.067 -1.390 -0.298
C 3.842 -1.212 0.155
O 2.891 -1.365 -0.601
N 3.692 -0.868 1.459
N 2.401 -0.629 1.937
H 7.068 -1.237 -0.137
H 6.294 -1.835 1.338
H 6.193 -0.097 0.899
H 4.464 -0.870 2.103
H 2.365 0.270 2.403
H 2.124 -1.358 2.585
C 0.325 1.170 -0.430
C -0.516 2.293 -0.675
C 0.022 3.569 -0.898
C -0.808 4.661 -1.071
C -2.186 4.502 -1.036
C -2.731 3.238 -0.843
C -1.912 2.141 -0.666
H 1.098 3.676 -0.932
H -0.376 5.639 -1.239
H -2.835 5.358 -1.163
H -3.806 3.113 -0.838
H -2.324 1.152 -0.510
N -0.146 -2.319 -2.831
C -1.042 -2.175 -1.849
N -0.728 -1.698 -0.664
C -1.870 -1.630 0.168
C -1.930 -1.120 1.460
C -3.147 -1.086 2.117
C -4.303 -1.571 1.507
C -4.260 -2.093 0.229
C -3.038 -2.113 -0.428
S -2.696 -2.652 -2.054
H 0.784 -1.962 -2.678
H -0.430 -2.568 -3.761
H -1.028 -0.752 1.928
H -3.208 -0.673 3.115
H -5.244 -1.537 2.039
H -5.160 -2.460 -0.247
```